This record from OMol25 describes 3 unconnected molecules or ions with the total composition C21H37O6P in a non-equilibrium geometry. The level of theory is ωB97M-V with the def2-TZVPD basis set.

Properties
Energy above the lowest of the compared OMol25 structures with the same formula, charge and spin (kcal per mole): 227.05
HOMO (eV): -8.4781
Frontier orbital gap (eV): 7.49

The geometry in ORCA input format:
```
! wB97M-V def2-TZVPD RIJCOSX def2/J DEFGRID3
* xyz 0 1
C 0.81 -3.62 1.26
C 1.39 -3.05 -0.15
C 0.61 -1.70 -0.62
C 1.05 -1.35 -2.13
P 0.76 -0.28 0.61
C 1.05 1.41 -0.15
C 2.38 1.53 -1.06
O 3.14 2.73 -0.83
C -0.77 -0.31 1.74
C -2.01 0.51 1.16
O -2.15 1.72 1.55
C -3.13 -0.05 0.18
C -3.22 -1.52 -0.31
C -4.34 -2.00 -1.31
C -5.45 -1.03 -1.85
C -5.39 0.44 -1.33
C -4.26 0.92 -0.34
C 2.25 -0.59 1.78
O 3.36 -1.07 1.39
O 2.12 -0.23 3.12
H 1.54 -4.37 1.75
H -0.20 -4.14 1.09
H 0.61 -2.78 2.02
H 2.53 -2.93 -0.16
H 1.14 -3.85 -0.95
H -0.51 -2.01 -0.68
H 0.67 -0.29 -2.39
H 0.53 -2.07 -2.86
H 2.19 -1.34 -2.29
H 0.13 1.83 -0.72
H 1.20 2.14 0.73
H 2.99 0.56 -0.92
H 2.05 1.54 -2.17
H 3.86 2.71 -1.52
H -1.12 -1.37 1.99
H -0.43 0.24 2.71
H -2.49 -2.33 0.03
H -4.34 -3.10 -1.64
H -6.25 -1.38 -2.59
H -6.19 1.17 -1.70
H -4.32 2.03 -0.03
C -5.44 -1.75 4.69
C -5.37 -1.02 3.36
C -6.03 0.34 3.43
O -6.01 -1.81 2.35
H -6.49 -1.92 4.99
H -4.97 -2.73 4.62
H -4.95 -1.18 5.48
H -4.32 -0.91 3.06
H -7.09 0.25 3.68
H -5.98 0.85 2.46
H -5.55 0.98 4.18
H -6.94 -1.92 2.61
C 8.36 2.58 -3.54
C 6.88 2.91 -3.41
C 6.68 4.32 -2.88
O 6.26 1.97 -2.54
H 8.86 2.62 -2.56
H 8.49 1.56 -3.92
H 8.87 3.27 -4.22
H 6.40 2.82 -4.39
H 7.12 4.42 -1.88
H 5.61 4.54 -2.78
H 7.14 5.06 -3.53
H 6.68 2.05 -1.67
*
```

Results of the natural (NBO) charge analysis, in e, for atoms 1 through 4: C -0.632; C -0.403; C -0.535; C -0.624

This record from OMol25 describes 12 unconnected molecules or ions with the total composition C21H38Cl23FN2O5S in a non-equilibrium geometry. The level of theory is ωB97M-V with the def2-TZVPD basis set.

Properties
SMILES string: N[C@H]1[C@H](CCCCS(=O)(=O)Cl)NC(=O)[C@@]1(O)CC(=O)F.ClCCl.ClCCl.ClCCl.ClCCl.ClCCl.ClCCl.ClCCl.ClCCl.ClCCl.ClCCl.ClCCl
Energy above the lowest of the compared OMol25 structures with the same formula, charge and spin (kcal per mole): 55.52
HOMO (eV): -9.6817
Frontier orbital gap (eV): 9.83

The geometry in ORCA input format:
```
! wB97M-V def2-TZVPD RIJCOSX def2/J DEFGRID3
* xyz 0 1
N 4.49 0.50 -1.37
C 3.77 0.05 -0.18
C 2.19 0.22 -0.16
C 1.94 1.75 -0.25
C 0.46 2.16 -0.47
C -0.59 1.30 0.28
C -1.28 0.29 -0.69
S -1.96 -1.15 0.17
O -1.62 -1.19 1.56
O -3.38 -1.17 -0.03
Cl -1.13 -2.81 -0.77
N 1.88 -0.47 1.10
C 2.49 -1.78 0.88
O 2.09 -2.79 1.25
C 3.80 -1.49 0.08
O 4.86 -1.79 1.01
C 4.07 -2.30 -1.21
C 3.69 -3.79 -1.09
O 2.95 -4.31 -1.78
F 4.23 -4.50 -0.08
H 4.53 1.52 -1.35
H 5.45 0.19 -1.26
H 4.31 0.42 0.71
H 1.87 -0.23 -1.11
H 2.50 2.10 -1.13
H 2.37 2.32 0.62
H 0.19 2.21 -1.54
H 0.35 3.19 -0.10
H -1.39 1.99 0.60
H -0.23 0.82 1.20
H -2.16 0.82 -1.11
H -0.65 0.03 -1.57
H 2.52 -0.08 1.80
H 4.53 -2.40 1.68
H 3.48 -1.85 -2.03
H 5.12 -2.21 -1.51
C -1.44 2.87 3.66
Cl -2.07 3.80 2.30
Cl -0.04 1.90 3.19
H -1.14 3.56 4.44
H -2.22 2.21 4.03
C -2.98 -0.93 -3.83
Cl -3.82 0.28 -4.80
Cl -1.31 -0.46 -3.50
H -3.51 -1.04 -2.88
H -2.98 -1.87 -4.36
C -0.74 6.05 -1.10
Cl -1.77 4.73 -0.55
Cl 0.91 5.46 -1.31
H -1.11 6.41 -2.06
H -0.75 6.85 -0.37
C -1.68 -6.20 1.17
Cl -3.20 -5.99 0.29
Cl -1.88 -7.26 2.57
H -0.95 -6.63 0.50
H -1.34 -5.23 1.51
C -5.41 0.82 0.89
Cl -4.00 1.63 0.21
Cl -6.34 1.92 1.92
H -6.04 0.48 0.08
H -5.08 -0.02 1.48
C 4.47 5.56 -0.19
Cl 3.39 4.28 0.38
Cl 6.12 4.96 -0.40
H 4.11 5.92 -1.15
H 4.48 6.37 0.53
C -10.03 1.38 2.76
Cl -11.10 0.85 1.46
Cl -10.50 2.96 3.40
H -10.06 0.65 3.57
H -9.02 1.45 2.38
C 4.09 1.23 4.17
Cl 3.47 2.13 2.78
Cl 5.44 0.18 3.72
H 4.44 1.93 4.92
H 3.30 0.62 4.58
C -5.19 -8.42 3.54
Cl -4.69 -10.00 4.15
Cl -6.73 -8.52 2.69
H -5.29 -7.73 4.37
H -4.43 -8.06 2.85
C -0.68 6.00 -5.54
Cl -0.88 7.51 -4.64
Cl 0.50 4.93 -4.78
H -1.64 5.49 -5.58
H -0.35 6.24 -6.55
C 6.29 -5.40 -3.75
Cl 7.77 -4.87 -4.57
Cl 5.56 -4.09 -2.82
H 5.58 -5.74 -4.50
H 6.54 -6.21 -3.08
*
```

Results of the Mulliken charge analysis, in e, for atoms 1 through 4: N -0.669; C -0.212; C 0.349; C 0.442

This record from OMol25 describes 4 unconnected molecules or ions with the total composition C21H38N3O5 in a non-equilibrium geometry. The level of theory is ωB97M-V with the def2-TZVPD basis set.

Properties
HOMO (eV): -1.3291
Frontier orbital gap (eV): 3.14

The geometry in ORCA input format:
```
! wB97M-V def2-TZVPD RIJCOSX def2/J DEFGRID3
* xyz -1 1
C -2.10 -0.04 -0.21
C -1.03 0.35 0.82
O -0.57 -0.72 1.63
C 0.07 -1.74 0.89
C -0.64 -3.11 0.97
O -1.97 -2.99 1.37
C -2.74 -4.11 0.88
C -3.12 -3.95 -0.57
O -3.37 -5.33 -1.09
C -4.40 -3.19 -0.79
O -5.16 -2.90 0.46
C -6.35 -2.35 0.32
C -7.32 -2.78 1.40
O -6.68 -1.56 -0.54
H -2.27 -1.12 -0.22
H -1.77 0.24 -1.21
H -3.03 0.48 -0.03
H -1.47 1.07 1.52
H -0.19 0.87 0.33
H 1.08 -1.86 1.30
H 0.18 -1.45 -0.16
H -0.08 -3.77 1.66
H -0.60 -3.57 -0.03
H -2.11 -5.00 0.95
H -3.57 -4.27 1.59
H -2.48 -5.69 -1.14
H -5.05 -3.81 -1.43
H -4.25 -2.25 -1.31
H -7.19 -3.84 1.65
H -8.33 -2.57 1.05
H -7.13 -2.20 2.30
C 0.47 5.44 0.47
C 1.44 5.40 -0.71
C 0.82 4.73 -1.94
C 0.55 3.31 -1.71
N 0.33 2.20 -1.52
H 0.21 4.43 0.79
H 0.92 5.96 1.31
H -0.45 5.96 0.20
H 2.35 4.88 -0.43
H 1.73 6.42 -0.98
H 1.50 4.81 -2.79
H -0.10 5.23 -2.23
C 4.54 3.76 3.64
C 5.39 3.91 2.39
C 5.65 5.37 2.01
C 4.41 6.07 1.66
N 3.45 6.62 1.38
H 3.54 4.18 3.50
H 4.41 2.71 3.90
H 5.01 4.26 4.49
H 4.90 3.40 1.55
H 6.35 3.42 2.53
H 6.33 5.43 1.17
H 6.12 5.89 2.84
C 1.67 -2.03 -3.09
C 2.55 -3.05 -2.37
C 2.42 -4.46 -2.96
C 1.07 -4.98 -2.78
N 0.01 -5.39 -2.65
H 0.61 -2.28 -2.99
H 1.81 -1.03 -2.68
H 1.91 -1.99 -4.16
H 2.29 -3.07 -1.31
H 3.60 -2.74 -2.44
H 3.13 -5.13 -2.46
H 2.67 -4.46 -4.02
*
```

Results of the natural (NBO) charge analysis, in e, for atoms 1 through 4: C -0.678; C -0.063; O -0.537; C -0.078

| no. | total energy (eV) | LUMO (Ha) |
| --- | --- | --- |
| 1 | -43943.360 | -0.0362 |
| 2 | -337177.222 | 0.0054 |
| 3 | -37097.785 | 0.0667 |